*i*
This record from the Open Molecules 2025 dataset describes a molecular structure, C3H9N3O. The level of theory is ωB97M-V with the def2-TZVPD basis set.

Each line ends with the Löwdin charge.
Atoms and positions in Å:
C: 0.23985 -0.12413 1.65558  -0.05
C: -1.44113 -0.87431 -0.32283  0.07
N: -0.14789 0.26256 0.29979  -0.24
N: 0.51216 -0.50536 -2.02572  0.05
C: 1.05494 0.18318 -1.10140  -0.52
O: -0.63922 1.59502 0.41821  -0.03
N: 2.06997 0.84644 -0.76743  0.08
H: -0.54667 1.99277 -0.45937  0.11
H: 1.05336 -0.86971 -2.79541  0.05
H: 1.93893 1.30596 0.13048  0.02
H: 0.97829 0.58562 2.03368  0.09
H: 0.71894 -1.09790 1.58100  0.10
H: -0.61345 -0.11126 2.33594  0.10
H: -2.24270 -0.39886 0.24151  0.06
H: -1.79378 -0.97214 -1.33921  0.05
H: -1.14161 -1.81788 0.11517  0.06

Output
HOMO-LUMO gap = 0.323 Eh
HOMO level = -0.2984 Ha



*ii*
This record from the Open Molecules 2025 dataset describes 2 unconnected molecules or ions with the total composition C3H9N3O. The level of theory is ωB97M-V with the def2-TZVPD basis set.

Each line ends with the Löwdin charge.
Atoms and positions in Å:
H: -2.43525 0.10374 0.07520  0.04
N: -2.02799 0.71137 0.81142  0.05
N: -0.83558 0.97246 0.72978  -0.12
N: -0.03399 0.49914 -0.21283  -0.31
C: -0.50419 -0.25329 -1.36089  -0.06
C: 1.24415 1.16241 -0.32052  -0.07
H: -1.23158 0.33350 -1.94215  0.09
H: -0.96829 -1.19006 -1.02937  0.07
H: 0.35360 -0.48228 -1.99478  0.09
H: 1.24758 1.89196 -1.14118  0.09
H: 1.42557 1.68163 0.61789  0.08
H: 2.03883 0.42942 -0.49422  0.08
C: 0.42735 -1.45896 1.56183  -0.18
O: -0.36085 -2.21815 1.08176  -0.02
H: 0.17522 -0.77524 2.38755  0.08
H: 1.48542 -1.40766 1.23050  0.08

Output
HOMO-LUMO gap = 0.370 Eh
SMILES = [H]/N=N\N(C)C.C=O
HOMO level = -0.3409 Ha



Relative energy table, unit hartree: *i* 0.0678; *ii* 0.0000



*i*
This record from the Open Molecules 2025 dataset describes a single CN2O3 molecule. The level of theory is ωB97M-V with the def2-TZVPD basis set.

Each line ends with the Löwdin charge.
Atoms and positions in Å:
N: -2.31833 0.15930 -0.00912  0.19
C: -1.32543 -0.36601 0.00888  -0.22
O: -0.00235 -0.89368 0.00622  0.07
N: 1.00959 0.14657 -0.00206  -0.45
O: 0.60472 1.24411 0.00118  0.17
O: 2.03179 -0.29030 -0.00510  0.24

Output
HOMO-LUMO gap = 0.462 Eh
SMILES = N#CO[N+](=O)[O-]
HOMO level = -0.4651 Ha



*ii*
This record from the Open Molecules 2025 dataset describes 2 unconnected molecules or ions with the total composition CN2O3. The level of theory is ωB97M-V with the def2-TZVPD basis set.

Each line ends with the Löwdin charge.
Atoms and positions in Å:
N: 0.23230 -2.02851 -0.56509  0.26
N: -0.52291 -1.32750 -0.12042  -0.30
O: -1.30107 -0.55791 0.34653  0.08
O: -0.16597 2.11282 0.57499  0.21
C: 0.52718 1.30249 0.11386  -0.42
O: 1.23416 0.49556 -0.35117  0.16

Output
HOMO-LUMO gap = 0.467 Eh
SMILES = N#[N+][O-].O=C=O
HOMO level = -0.4465 Ha



Relative energy table, unit hartree: *i* 0.1794; *ii* 0.0000



*i*
This record from the Open Molecules 2025 dataset describes a single C6H7N molecule. The level of theory is ωB97M-V with the def2-TZVPD basis set.

Each line ends with the Löwdin charge.
Atoms and positions in Å:
N: -0.69210 2.94665 -1.00769  0.14
C: -0.46810 2.00792 -0.36910  -0.20
C: -0.18556 0.80849 0.42451  -0.28
C: 1.22987 0.22791 0.12100  -0.14
C: 0.95559 -1.21304 -0.21544  -0.09
C: -0.33894 -1.51077 -0.20722  -0.09
C: -1.21007 -0.33282 0.13907  -0.14
H: -0.24647 1.10032 1.47739  0.14
H: 1.71460 0.75091 -0.71154  0.12
H: 1.89180 0.33316 0.98788  0.11
H: 1.75526 -1.90965 -0.44800  0.10
H: -0.75492 -2.48866 -0.43022  0.10
H: -1.88304 -0.07343 -0.68619  0.12
H: -1.84077 -0.52559 1.01507  0.11

Output
HOMO-LUMO gap = 0.391 Eh
SMILES = N#CC1CC=CC1
HOMO level = -0.3584 Ha



*ii*
This record from the Open Molecules 2025 dataset describes 2 unconnected molecules or ions with the total composition C6H7N. The level of theory is ωB97M-V with the def2-TZVPD basis set.

Each line ends with the Löwdin charge.
Atoms and positions in Å:
C: 4.80915 -0.11887 -0.17462  -0.10
C: -1.53785 0.56397 -0.72434  -0.08
C: -0.71552 1.35811 0.23744  -0.08
C: 0.23175 -1.34183 0.32810  -0.18
C: 0.91719 -0.68512 -0.81620  0.16
C: -0.25428 -0.05030 -0.17402  -0.50
N: 5.58286 0.62761 0.17794  0.05
H: 4.07669 -0.78809 -0.56756  0.03
H: -2.29319 0.00430 -0.24475  0.09
H: -1.47380 0.89676 -1.80301  0.13
H: -0.00177 2.19293 -0.16422  0.14
H: -0.93673 1.35219 1.33539  0.12
H: -0.32535 -2.18354 -0.01934  0.08
H: 0.59683 -1.39708 1.41513  0.13

Output
HOMO-LUMO gap = 0.316 Eh
HOMO level = -0.3343 Ha



Relative energy table, unit hartree: *i* 0.0000; *ii* 0.2261



*i*
This record from the Open Molecules 2025 dataset describes 4 unconnected molecules or ions with the total composition CH9NO5. The level of theory is ωB97M-V with the def2-TZVPD basis set.

Each line ends with the Löwdin charge.
Atoms and positions in Å:
N: 0.90702 -0.90457 -1.12521  0.18
C: 0.71626 -0.63657 0.20302  -0.63
O: 0.72841 -1.50941 1.04129  0.06
O: 0.58168 0.69880 0.40857  0.09
H: 0.47649 -0.49582 -1.93796  0.11
H: 1.26528 -1.81474 -1.36411  0.11
H: 0.04552 0.68855 1.24041  0.08
O: -0.59512 -0.12251 2.73487  -0.07
H: -0.35605 -0.27911 3.64674  0.05
H: -0.24448 -0.94237 2.28627  0.03
O: -2.69847 -0.41258 -0.62559  -0.05
H: -2.94446 -0.92495 0.14797  0.04
H: -2.29733 0.32282 -0.15063  0.02
O: 0.98471 2.37570 -2.70387  -0.08
H: 0.28771 2.89665 -2.25916  0.04
H: 1.29885 2.05379 -1.83587  0.02

Output
HOMO-LUMO gap = 0.408 Eh
SMILES = NC(=O)O.O.O.O
HOMO level = -0.3934 Ha



*ii*
This record from the Open Molecules 2025 dataset describes 4 unconnected molecules or ions with the total composition CH9NO5. The level of theory is ωB97M-V with the def2-TZVPD basis set.

Each line ends with the Löwdin charge.
Atoms and positions in Å:
N: -0.98621 1.29302 -1.13460  0.17
C: -2.23279 1.83627 -1.28011  -0.55
O: -2.48010 3.05428 -1.56061  0.01
O: -3.19722 0.88124 -0.99958  0.11
H: -1.04862 0.38304 -0.66575  0.11
H: -0.13742 1.77540 -0.98973  0.08
H: -3.99372 1.30127 -1.00039  0.05
O: 2.57188 -1.27463 1.95937  -0.05
H: 1.76212 -1.06387 2.47035  0.06
H: 3.29228 -1.55334 2.50154  0.03
O: -0.28365 -2.35408 0.80106  -0.10
H: -0.48341 -3.06489 0.15013  0.05
H: 0.71528 -2.40693 0.80623  0.03
O: 2.08220 0.76153 -0.41461  -0.07
H: 1.46273 0.07924 -0.11864  0.01
H: 2.95666 0.35245 -0.52467  0.05

Output
HOMO-LUMO gap = 0.381 Eh
SMILES = NC(=O)O.O.O.O
HOMO level = -0.3726 Ha



Relative energy table, unit hartree: *i* 0.0000; *ii* 0.0107



*i*
This record from the Open Molecules 2025 dataset describes a single C3H6N2O2S molecule. The level of theory is ωB97M-V with the def2-TZVPD basis set.

Each line ends with the Löwdin charge.
Atoms and positions in Å:
N: -2.47869 0.90678 -0.41569  0.02
N: -1.08737 0.31669 -0.12316  -0.02
C: 0.11756 1.15406 -0.29885  -0.51
O: 0.32450 2.25606 -0.83689  0.06
C: 1.21442 0.48503 0.32018  -0.45
S: 2.05909 -0.97831 -0.28983  0.99
C: 1.10868 -2.30947 0.22714  -0.61
O: 0.10446 -2.46587 1.00516  -0.09
H: -2.18848 2.00328 -0.21056  0.14
H: -2.42179 0.58349 -1.37042  0.05
H: -1.26786 -0.38393 0.55052  0.08
H: 1.07101 0.38572 1.53236  0.17
H: 1.97452 1.26859 0.29427  0.08
H: 1.46994 -3.22212 -0.38424  0.09

Output
HOMO-LUMO gap = 0.383 Eh
SMILES = NNC(=O)CSC=O
HOMO level = -0.3735 Ha



*ii*
This record from the Open Molecules 2025 dataset describes a single C3H6N2O2S molecule. The level of theory is ωB97M-V with the def2-TZVPD basis set.

Each line ends with the Löwdin charge.
Atoms and positions in Å:
C: 1.61795 -1.30080 0.41229  -0.04
O: 0.81094 -0.96609 -0.72184  -0.13
N: -0.25672 -0.17523 -0.41843  -0.10
C: -1.42193 -0.84088 -0.34259  -0.60
S: -2.96476 -0.30566 -0.07387  0.65
C: 0.11080 1.22410 -0.23453  -0.50
N: -0.90512 2.06172 0.06090  0.18
O: 1.26913 1.58961 -0.33549  0.08
H: 2.36202 -2.01349 -0.01371  0.11
H: 2.06621 -0.39278 0.82664  0.09
H: 1.01401 -1.78566 1.16951  0.08
H: -1.21193 -1.87473 -0.52948  0.08
H: -0.65251 3.05380 0.09403  0.14
H: -1.83810 1.72608 0.10657  -0.02

Output
HOMO-LUMO gap = 0.339 Eh
SMILES = CON(C=S)C(N)=O
HOMO level = -0.3396 Ha



Relative energy table, unit hartree: *i* 0.0545; *ii* 0.0000



*i*
This record from the Open Molecules 2025 dataset describes a molecular structure, C3H6N2O2S. The level of theory is ωB97M-V with the def2-TZVPD basis set.

Each line ends with the Löwdin charge.
Atoms and positions in Å:
C: 0.53661 -1.43401 -0.15189  -0.38
C: 1.05299 1.11432 -0.51886  -0.44
C: -0.54988 -0.05179 0.72568  -0.19
N: 0.23582 1.09154 0.63982  -0.08
N: -1.73071 -0.05276 -0.11920  -0.41
O: -1.81681 0.78169 -0.99093  0.08
O: -2.53903 -0.93030 0.09377  0.08
S: 1.98631 -0.50827 -0.51960  0.82
H: 0.70422 -2.21661 0.57097  0.04
H: -0.03792 -1.74832 -1.01332  0.05
H: 0.44253 1.14734 -1.42069  0.08
H: 1.77406 1.92510 -0.50460  0.08
H: -0.79041 -0.42253 1.71585  0.15
H: 0.73222 1.30459 1.49299  0.13

Output
HOMO-LUMO gap = 0.336 Eh
HOMO level = -0.3367 Ha



*ii*
This record from the Open Molecules 2025 dataset describes a single C3H6N2O2S molecule. The level of theory is ωB97M-V with the def2-TZVPD basis set.

Each line ends with the Löwdin charge.
Atoms and positions in Å:
H: 0.95146 1.77582 -0.82471  0.07
N: 0.24708 1.18598 -0.37499  0.13
C: 0.50598 -0.03048 -0.26741  -0.70
N: -0.52036 -0.94782 0.08665  -0.07
O: -1.56090 -0.36151 0.76579  -0.21
C: -2.66126 -0.13990 -0.12049  -0.09
S: 2.03672 -1.00544 -0.46074  0.99
C: 3.11220 0.19888 0.33247  -0.58
O: 4.27034 -0.03908 0.46596  -0.01
H: -0.20876 -1.61704 0.76139  0.10
H: -3.47790 0.28572 0.55521  0.11
H: -2.94599 -1.10472 -0.55543  0.08
H: -2.30562 0.60380 -0.87364  0.08
H: 2.55701 1.19578 0.50995  0.10

Output
HOMO-LUMO gap = 0.392 Eh
SMILES = [H]/N=C(/NOC)SC=O
HOMO level = -0.3686 Ha



Relative energy table, unit hartree: *i* 0.0361; *ii* 0.0000